Below is 8 unconnected molecules or ions with the total composition C40H96N3O9S7 at a distorted geometry, with properties calculated with ωB97M-V with the def2-TZVPD basis set.

Each line ends with the Löwdin charge.
Element x y z (Å)
C1 4.3497 1.7703 -1.1353  -0.12
C2 3.8736 2.6235 -2.3249  -0.25
C3 3.0856 1.7554 -3.3183  -0.23
C4 1.7707 2.4071 -3.7655  -0.21
C5 0.9242 1.4130 -4.5795  -0.21
C6 -0.5368 1.3887 -4.1646  -0.21
C7 -0.7886 0.5520 -2.9121  -0.20
C8 -1.0791 -0.9287 -3.2322  -0.20
C9 -1.9789 -1.5847 -2.1831  -0.19
C10 -1.1250 -2.1726 -1.0602  -0.16
C11 -1.8470 -2.4101 0.2880  -0.11
N1 -1.1455 -1.7438 1.4006  0.17
C12 -1.3297 -0.5093 1.7735  -0.27
N2 -0.5437 -0.0126 2.8051  0.00
C13 -0.9082 -0.4436 4.1751  -0.10
C14 -0.1924 -1.6862 4.7312  -0.35
C15 0.1035 -1.4325 6.2331  -0.02
O1 -1.1471 -2.7785 4.6767  -0.07
C16 -0.5110 1.4195 2.5396  -0.02
C17 -1.6666 1.7691 1.5076  -0.37
C18 -2.5656 2.7745 2.2172  -0.10
C19 -3.2259 2.2500 3.4990  -0.14
C20 -3.4096 3.2915 4.6234  -0.38
C21 -3.5902 4.7301 4.1450  -0.06
C22 -2.3019 3.1646 5.6915  -0.05
O2 -0.9802 2.1549 0.3412  -0.07
C23 -1.1804 3.4902 -0.1232  -0.22
C24 -2.5110 3.6857 -0.8835  -0.06
N3 -2.1618 0.4023 1.2598  0.11
C25 -3.6036 0.1360 1.1490  -0.15
C26 -4.1719 -0.7825 2.2335  -0.05
H1 3.5349 1.5233 -0.4599  0.07
H2 5.1290 2.3010 -0.5913  0.04
H3 4.7881 0.8626 -1.5419  0.07
H4 4.7587 3.0317 -2.8034  0.10
H5 3.2621 3.4258 -1.9172  0.10
H6 2.8085 0.8462 -2.7909  0.09
H7 3.6654 1.5218 -4.2062  0.11
H8 1.9820 3.2908 -4.3628  0.11
H9 1.2692 2.7236 -2.8512  0.09
H10 1.0108 1.6685 -5.6321  0.11
H11 1.3860 0.4327 -4.4743  0.10
H12 -0.8449 2.4125 -3.9457  0.10
H13 -1.1854 1.0524 -4.9710  0.11
H14 0.0859 0.5731 -2.2647  0.11
H15 -1.6696 0.9275 -2.4083  0.09
H16 -1.5348 -0.9954 -4.2155  0.11
H17 -0.1294 -1.4592 -3.3044  0.10
H18 -2.4550 -2.4172 -2.6950  0.12
H19 -2.7262 -0.8792 -1.8330  0.10
H20 -0.3031 -1.4812 -0.8774  0.12
H21 -0.6820 -3.0981 -1.3966  0.05
H22 -1.7594 -3.4711 0.4950  0.13
H23 -2.9030 -2.1934 0.2706  0.10
H24 -0.4520 -2.2596 1.9194  0.16
H25 -0.7382 0.4181 4.8002  0.10
H26 -1.9769 -0.6582 4.2164  0.11
H27 0.7167 -1.9407 4.1989  0.14
H28 1.1278 -1.7458 6.4118  0.08
H29 -0.0145 -0.3905 6.5061  0.08
H30 -0.5426 -2.0229 6.8676  0.07
H31 -0.9395 -3.2892 3.8810  0.08
H32 0.3727 1.5624 1.9195  0.13
H33 -0.3363 2.0820 3.3769  0.13
H34 -1.9492 3.6414 2.4241  0.12
H35 -3.3542 3.1517 1.5718  0.10
H36 -4.2194 1.9040 3.2254  0.11
H37 -2.7248 1.3879 3.9278  0.08
H38 -4.3255 3.0120 5.1344  0.12
H39 -4.0390 4.8035 3.1620  0.04
H40 -2.6012 5.1857 4.0598  0.08
H41 -4.1118 5.3284 4.8801  0.09
H42 -1.4780 2.5522 5.3379  0.05
H43 -2.7142 2.6434 6.5504  0.06
H44 -1.9782 4.1370 6.0508  0.08
H45 -1.0116 4.2571 0.6211  0.09
H46 -0.4139 3.6513 -0.8726  0.11
H47 -2.9054 2.7224 -1.1876  0.07
H48 -2.3350 4.2869 -1.7674  0.08
H49 -3.2225 4.2482 -0.2945  0.02
H50 -3.8170 -0.3564 0.2015  0.10
H51 -4.1888 1.0458 1.1490  0.12
H52 -5.2366 -0.9013 2.0751  0.09
H53 -3.9780 -0.3722 3.2175  0.06
H54 -3.7494 -1.7818 2.1890  0.07
C27 9.3970 0.6548 0.9161  -0.27
S1 8.5740 1.9116 -0.0713  0.82
O3 7.1264 1.8584 0.2697  -0.56
C28 8.7742 1.0714 -1.6485  -0.27
H55 9.3494 0.9618 1.9586  0.05
H56 8.8889 -0.3014 0.7906  0.06
H57 10.4390 0.5762 0.6061  0.05
H58 8.3074 0.0873 -1.6019  0.06
H59 9.8359 0.9791 -1.8770  0.05
H60 8.2880 1.6727 -2.4141  0.05
C29 1.4181 -6.9223 -1.9559  -0.26
S2 0.6271 -5.3183 -2.1219  0.77
O4 -0.6518 -5.5194 -2.8576  -0.55
C30 1.8199 -4.6481 -3.2789  -0.27
H61 0.8090 -7.5327 -1.2918  0.05
H62 1.4861 -7.3964 -2.9344  0.06
H63 2.4120 -6.7918 -1.5277  0.06
H64 1.8650 -5.2785 -4.1650  0.06
H65 2.7996 -4.6004 -2.8059  0.04
H66 1.4976 -3.6446 -3.5569  0.04
C31 -1.2115 8.4696 -0.3866  -0.26
S3 -1.4452 7.4080 1.0417  0.83
O5 -2.2587 6.2402 0.5847  -0.57
C32 -2.5652 8.5018 1.9210  -0.25
H67 -0.5684 7.9492 -1.0936  0.05
H68 -2.1765 8.6769 -0.8492  0.06
H69 -0.7327 9.3961 -0.0712  0.06
H70 -3.4419 8.7040 1.3037  0.06
H71 -2.0457 9.4284 2.1649  0.06
H72 -2.8721 8.0035 2.8387  0.05
C33 -5.6867 5.1882 1.0020  -0.29
S4 -6.1729 6.5195 -0.1001  0.80
O6 -6.2263 7.7623 0.7136  -0.55
C34 -7.8657 5.9646 -0.3460  -0.27
H73 -4.6559 5.3745 1.3010  0.00
H74 -6.3354 5.1797 1.8793  0.07
H75 -5.7505 4.2372 0.4705  0.05
H76 -8.3770 5.9069 0.6150  0.06
H77 -7.8589 4.9895 -0.8334  0.05
H78 -8.3671 6.6880 -0.9852  0.05
C35 -4.9731 -1.2735 8.8618  -0.26
S5 -3.6323 -0.5329 7.9236  0.81
O7 -4.2274 0.5125 7.0426  -0.56
C36 -3.2999 -1.9625 6.8906  -0.27
H79 -5.3566 -0.5240 9.5507  0.05
H80 -5.7653 -1.5885 8.1826  0.06
H81 -4.5919 -2.1256 9.4243  0.06
H82 -4.1977 -2.2390 6.3363  0.07
H83 -2.9706 -2.7957 7.5122  0.07
H84 -2.5101 -1.7051 6.1993  -0.01
C37 5.4623 -6.1984 -6.5084  -0.27
S6 5.6583 -5.1423 -5.0733  0.82
O8 4.6894 -5.6191 -4.0417  -0.58
C38 4.9490 -3.6645 -5.8154  -0.27
H85 5.8056 -7.1969 -6.2554  0.01
H86 4.4120 -6.2424 -6.7949  0.07
H87 6.0633 -5.8064 -7.3292  0.06
H88 3.9309 -3.8728 -6.1458  0.06
H89 5.5654 -3.3538 -6.6584  0.05
H90 4.9376 -2.8775 -5.0632  0.05
C39 4.6285 -10.7614 -5.1280  -0.26
S7 5.8690 -10.0676 -6.2276  0.81
O9 5.1687 -9.1168 -7.1340  -0.56
C40 6.1591 -11.5740 -7.1627  -0.27
H91 4.2764 -9.9659 -4.4742  0.05
H92 3.7966 -11.1519 -5.7142  0.06
H93 5.0784 -11.5539 -4.5300  0.05
H94 5.2253 -11.9104 -7.6130  0.06
H95 6.5599 -12.3399 -6.4989  0.05
H96 6.8840 -11.3522 -7.9429  0.05

For the molar mass, the calculation gives 987.7 g mol⁻¹. The calculated total energy is -141769.7121 eV. Its charge is +1.